Density functional theory data (the ωB97M-V functional and the def2-TZVPD basis) for a structure of composition C21H25As2InN3 in a non-equilibrium geometry.

Computed properties:
gap between HOMO and LUMO (alpha / beta) = 7.16 / 7.16 eV
electronic energy = -153475.5675 eV
HOMO (alpha / beta) = -17.76 / -17.76 eV
total charge = +3

Each line ends with the Mulliken charge.
Positions of all 52 atoms, in Å:
In  -0.3533  -0.5622  -0.4940  0.963
C  3.1898  0.4370  -1.9092  -1.008
As  1.9798  0.7266  -0.4029  0.492
C  3.0220  0.5416  1.1995  -0.983
C  1.3170  2.5657  -0.6484  0.304
C  2.1789  3.4824  -1.2320  -0.816
C  1.7051  4.7158  -1.6273  -0.781
C  0.4462  5.0954  -1.4826  -0.833
C  -0.4201  4.2082  -0.8399  -0.385
C  -0.0058  2.9286  -0.4760  0.487
As  -1.2514  1.7640  0.3753  0.400
C  -0.8611  2.0020  2.2310  -0.992
C  -3.0904  2.3600  0.0153  -1.244
H  3.6952  1.3979  -2.2054  0.362
H  2.7239  -0.0639  -2.7726  0.346
H  3.9437  -0.2132  -1.4783  0.435
H  3.4712  1.5143  1.4368  0.414
H  3.8847  -0.1066  1.1133  0.478
H  2.4110  0.3189  2.0564  0.222
H  3.2182  3.2605  -1.3220  0.587
H  2.4341  5.4489  -1.9888  0.380
H  -0.0038  6.0442  -1.8217  0.437
H  -1.4131  4.5484  -0.6097  0.374
H  -0.5581  2.9905  2.4183  0.476
H  -0.0516  1.3503  2.6533  0.232
H  -1.7492  1.7121  2.8234  0.508
H  -3.2954  3.3491  0.3243  0.488
H  -3.7052  1.7464  0.6761  0.450
H  -3.2900  2.1770  -1.0147  0.451
C  1.1880  -3.3279  4.1500  -0.423
C  0.7696  -2.0386  3.7980  -1.013
C  0.1909  -1.7779  2.6005  0.282
C  -0.0786  -2.8132  1.7275  0.414
C  0.3264  -4.1398  2.0656  -0.149
C  1.0134  -4.3903  3.2511  -0.730
N  -0.7269  -2.5061  0.4872  0.591
N  -1.2984  -3.3479  -0.1970  -0.734
C  -1.7977  -2.8767  -1.4632  0.195
C  -2.7363  -3.6257  -2.1180  -0.109
C  -3.2250  -3.1966  -3.3315  -0.343
C  -2.6812  -2.1054  -3.8991  -0.730
C  -1.7698  -1.3420  -3.1629  -0.139
N  -1.3652  -1.7100  -1.9459  -0.204
H  1.6694  -3.5570  5.0726  0.449
H  0.8586  -1.3276  4.6184  0.419
H  -0.1279  -0.7840  2.3062  0.127
H  0.2279  -4.9307  1.3447  0.463
H  1.4410  -5.3729  3.4760  0.424
H  -3.0870  -4.5479  -1.5461  0.445
H  -3.9850  -3.7974  -3.8129  0.484
H  -2.9793  -1.7680  -4.8708  0.446
H  -1.3995  -0.4559  -3.5479  0.591